150
Properties=species:S:1:pos:R:3:forces:R:3 method="wB97M-V/def2-TZVPD" largest_force_ev_per_a=1.886 homo_energy_ev=-8.506
C -1.8037 -2.0693 -1.4912 -0.613 0.028 -0.030
C -1.6648 -1.3420 -2.8116 1.184 -0.064 0.788
C -0.3296 -0.6277 -2.9884 -0.555 -0.143 -0.806
N 0.7133 -1.6388 -3.2853 0.512 1.372 0.456
C 2.0967 -1.1749 -3.3731 -1.233 -1.325 -0.496
N 2.8627 -2.2562 -3.9988 -0.251 0.129 0.419
C 2.5010 -3.6329 -3.6308 1.132 -0.811 -0.728
C 3.6610 -4.5715 -4.0439 -0.131 0.764 0.100
O 2.1004 -0.1901 -4.4706 0.242 0.476 0.270
S 2.6933 1.2688 -4.2551 0.317 -0.212 0.996
O 2.5341 1.9472 -5.4861 -0.354 0.530 -1.317
O 1.4887 1.8794 -3.2511 0.650 -0.930 0.063
C 2.0531 1.9340 -1.9433 0.131 1.300 -0.199
Br 0.5511 2.2670 -0.7295 -0.071 -0.225 -0.322
C 2.9130 3.2405 -1.9423 0.151 -0.692 0.868
P 3.0641 4.2844 -0.4671 0.009 1.000 -0.105
O 2.0349 5.2949 -0.3051 -1.360 0.579 -0.148
O 4.4608 5.0366 -0.6717 0.603 -0.343 -0.381
O 3.3013 3.4623 0.8502 0.377 -0.732 0.277
C 2.9703 0.7348 -1.5435 -1.112 -0.267 1.499
O 2.9615 0.7340 -0.1155 0.169 0.288 -0.034
C 2.7421 -0.7727 -1.9748 0.443 0.226 -0.300
C 4.1902 -1.2817 -2.0009 0.404 0.719 0.369
O 4.2831 -2.6533 -1.7125 -0.217 -0.260 -0.273
O 5.5679 -2.8555 -1.1512 0.358 -0.125 0.097
P 1.8226 -1.8433 -0.6547 -0.577 -0.680 -0.479
O 0.7151 -0.8143 -0.0663 0.222 -0.051 0.369
I 3.2817 -2.0980 1.3055 0.226 0.083 0.279
H -2.7300 -2.6261 -1.5104 -0.231 -0.374 0.056
H -1.8891 -1.3899 -0.6577 0.215 0.357 0.322
H -0.9992 -2.7646 -1.3011 0.318 -0.162 -0.012
H -2.4530 -0.6150 -2.9243 -0.406 0.138 -0.224
H -1.6985 -2.0760 -3.5994 -0.443 -0.159 -0.491
H -0.0920 0.0466 -2.1853 0.243 -0.139 0.485
H -0.4716 -0.0098 -3.8701 0.248 0.431 -0.199
H 0.5212 -1.8547 -4.2568 -0.146 -0.697 0.018
H 2.7242 -2.1745 -4.9956 0.111 0.230 -0.141
H 1.6392 -3.9827 -4.1776 -0.694 0.096 0.135
H 2.3528 -3.7701 -2.5774 -0.358 0.391 0.362
H 4.5116 -3.9567 -4.2996 0.380 0.167 -0.082
H 3.4237 -5.1585 -4.9185 -0.101 -0.363 -0.121
H 3.9594 -5.1905 -3.2137 0.023 -0.477 0.144
H 3.9162 3.0271 -2.2935 0.293 -0.200 -0.087
H 2.4886 3.8983 -2.6817 -0.368 0.408 -0.165
H 4.2604 5.8690 -1.1242 0.156 0.001 0.156
H 2.6494 3.7333 1.5154 0.053 -0.151 -0.108
H 3.9701 1.0497 -1.7809 0.362 -0.095 -0.878
H 3.8514 0.8761 0.2285 -0.176 -0.043 0.067
H 4.6653 -1.0209 -2.9379 0.105 -0.141 -0.501
H 4.7569 -0.7652 -1.2364 0.024 0.044 0.481
H 6.0217 -3.3444 -1.8534 -0.076 -0.017 -0.045
H 1.1238 -0.1764 0.5409 -0.140 0.190 -0.238
C 8.1200 5.2104 2.5990 0.026 -0.003 -0.023
C 8.6691 4.2798 3.4725 -0.059 0.072 -0.092
C 7.8984 3.2328 3.9473 0.200 -0.098 0.127
C 6.5820 3.1338 3.5344 0.114 0.123 -0.051
C 6.0168 4.0539 2.6725 -0.148 0.129 -0.115
C 6.7941 5.0985 2.2025 0.165 -0.003 0.061
N 5.7621 2.0144 4.0158 -0.046 -0.088 0.059
O 6.2807 1.2242 4.7857 -0.114 0.128 -0.202
O 4.6168 1.9355 3.6191 0.064 -0.008 0.037
H 8.7283 6.0233 2.2256 -0.035 0.030 0.013
H 9.7015 4.3694 3.7823 0.008 -0.010 0.027
H 8.3224 2.5093 4.6275 -0.104 -0.061 0.021
H 4.9900 3.9656 2.3611 -0.025 -0.137 0.026
H 6.3648 5.8223 1.5243 -0.033 -0.013 -0.017
C -8.8105 -2.4281 -3.2536 0.061 0.024 -0.033
C -8.1610 -3.4040 -2.5129 -0.215 0.062 -0.089
C -6.8047 -3.6140 -2.6821 -0.010 -0.197 0.217
C -6.1146 -2.8337 -3.5873 -0.138 0.066 0.030
C -6.7446 -1.8582 -4.3399 -0.003 0.153 -0.141
C -8.1039 -1.6586 -4.1694 -0.005 -0.169 -0.001
N -4.6680 -3.0403 -3.7339 0.117 -0.017 0.004
O -4.1536 -3.9188 -3.0666 -0.016 0.015 -0.111
O -4.0607 -2.3188 -4.5019 -0.179 -0.097 -0.048
H -9.8713 -2.2605 -3.1149 -0.013 -0.005 -0.028
H -8.7089 -4.0000 -1.7984 0.041 -0.015 0.050
H -6.2998 -4.3739 -2.1053 0.111 0.016 -0.055
H -6.1898 -1.2577 -5.0445 0.117 -0.052 0.020
H -8.6125 -0.8996 -4.7423 0.010 0.035 -0.026
C 13.8531 4.5216 0.6135 0.006 -0.008 -0.005
C 12.7174 4.9577 -0.0547 0.088 -0.040 0.062
C 11.8746 5.8816 0.5394 -0.150 -0.016 -0.200
C 12.1876 6.3583 1.7987 0.104 -0.109 -0.091
C 13.3108 5.9309 2.4814 0.157 0.001 0.205
C 14.1468 5.0050 1.8811 -0.031 -0.041 -0.106
N 11.3060 7.3537 2.4263 -0.073 0.099 0.071
O 10.3108 7.6948 1.8109 0.105 -0.023 0.058
O 11.6187 7.7753 3.5204 -0.048 -0.035 -0.088
H 14.5120 3.8033 0.1445 0.004 -0.013 -0.002
H 12.4894 4.5795 -1.0411 -0.022 0.004 -0.015
H 10.9905 6.2232 0.0230 -0.031 0.092 0.085
H 13.5370 6.3111 3.4660 -0.097 0.088 0.005
H 15.0301 4.6623 2.4012 0.008 0.007 0.026
C -3.3106 -5.3015 2.8923 0.006 -0.006 0.005
C -3.4420 -3.9359 2.6823 0.010 -0.107 0.020
C -4.5306 -3.4433 1.9838 0.091 0.233 0.028
C -5.4762 -4.3317 1.5072 0.127 -0.064 0.086
C -5.3586 -5.6950 1.7010 -0.087 -0.243 -0.024
C -4.2658 -6.1794 2.3991 0.077 0.080 0.041
N -6.6408 -3.8110 0.7790 -0.088 0.073 -0.128
O -6.7086 -2.6106 0.6032 -0.034 -0.088 0.030
O -7.4706 -4.6121 0.3854 0.099 0.051 0.092
H -2.4606 -5.6829 3.4419 0.017 -0.003 -0.005
H -2.6956 -3.2539 3.0641 0.010 0.026 -0.017
H -4.6351 -2.3823 1.8162 -0.108 -0.006 -0.068
H -6.1042 -6.3744 1.3168 -0.080 0.091 -0.048
H -4.1600 -7.2429 2.5604 -0.015 -0.021 -0.012
C -9.8620 2.0958 1.6634 0.005 0.002 0.004
C -8.7113 1.9544 0.9002 -0.105 0.012 0.069
C -8.8014 1.5715 -0.4267 0.260 0.008 -0.029
C -10.0507 1.3389 -0.9701 -0.005 0.062 0.174
C -11.2075 1.4679 -0.2239 -0.254 -0.013 0.014
C -11.1078 1.8491 1.1029 0.105 0.019 0.049
N -10.1516 0.9503 -2.3820 0.005 -0.051 -0.057
O -9.1212 0.8215 -3.0091 -0.138 0.163 0.038
O -11.2667 0.7708 -2.8431 0.144 0.021 0.005
H -9.7878 2.3995 2.6989 0.001 -0.005 0.014
H -7.7422 2.1444 1.3391 0.026 -0.011 -0.011
H -7.9088 1.4585 -1.0231 -0.059 -0.039 -0.107
H -12.1749 1.2771 -0.6640 0.043 -0.020 -0.114
H -12.0024 1.9565 1.6996 -0.026 -0.007 -0.008
C 7.5763 -0.1318 7.1399 -0.022 -0.068 0.129
C 7.6610 -0.3555 8.5075 0.077 0.015 -0.122
C 8.8955 -0.5472 9.1065 -0.140 -0.012 0.216
C 10.0321 -0.5088 8.3215 -0.140 0.034 -0.067
C 9.9667 -0.2950 6.9573 0.083 0.037 -0.235
C 8.7284 -0.1067 6.3667 -0.040 0.006 0.076
N 11.3469 -0.6901 8.9548 0.129 -0.036 0.055
O 11.3734 -0.8965 10.1524 0.008 0.018 -0.105
O 12.3307 -0.6203 8.2425 -0.085 -0.009 0.072
H 6.6148 0.0206 6.6765 -0.039 -0.006 -0.025
H 6.7634 -0.3771 9.1094 -0.004 -0.012 0.025
H 8.9648 -0.7207 10.1696 0.136 -0.002 0.006
H 10.8649 -0.2737 6.3590 0.088 -0.021 0.105
H 8.6583 0.0622 5.3014 -0.012 -0.013 -0.023
C -14.2192 -0.4242 -3.4417 -0.010 0.057 -0.027
C -13.5780 -1.3547 -2.6369 -0.094 -0.021 -0.023
C -14.2476 -2.4946 -2.2232 0.199 -0.049 0.106
C -15.5553 -2.6861 -2.6275 0.089 0.124 -0.056
C -16.2121 -1.7673 -3.4237 -0.197 0.098 -0.141
C -15.5359 -0.6292 -3.8310 0.110 -0.009 0.052
N -16.2637 -3.9052 -2.2075 -0.081 -0.111 0.060
O -15.6670 -4.6850 -1.4906 -0.060 0.064 -0.064
O -17.4028 -4.0603 -2.6033 0.103 0.009 0.044
H -13.6886 0.4606 -3.7658 0.032 0.001 0.011
H -12.5543 -1.1909 -2.3357 0.025 0.006 0.009
H -13.7517 -3.2208 -1.5971 -0.100 -0.091 0.000
H -17.2349 -1.9313 -3.7268 -0.013 -0.122 0.056
H -16.0358 0.0973 -4.4561 -0.026 -0.001 -0.010